[1]
ORCA calculation (ωB97M-V/def2-TZVPD) on a molecular structure, C2H12MnO11 at a distorted geometry.

The multiplicity is 6. The molecular weight is 267.04 g mol⁻¹. The calculation puts the max |F| at 4.46 eV/A. Its charge is 0. The value obtained for the gap between HOMO and LUMO (spin up / spin down) is 6.918 / 6.944 eV. The value obtained for the energy relative to the best compared isomer or geometry (same formula, charge and spin) is 0.1207 eV.

Each line ends with the Löwdin spin population.
Cartesian coordinates (Å):
Mn 0.18442 -0.13765 -0.14892  4.7204
O 2.10742 0.61135 0.39008  0.0371
O 0.61042 2.03835 0.43508  0.0346
O -3.70958 -0.10865 1.31208  0.0047
O -0.96358 -1.89865 -0.98192  0.0306
O -0.96658 0.91535 -2.02092  0.0222
O 0.05042 -0.49765 1.98308  0.0376
O -1.88458 0.45835 0.37208  0.0332
O 1.58142 -0.47065 -2.00292  0.0267
O 1.65042 -2.30165 0.27308  0.0173
O -3.14858 2.07435 1.49908  0.0011
O 2.60142 2.66835 1.19608  0.0043
C 1.78042 1.76935 0.67708  0.0102
C -2.92058 0.81435 1.01708  0.0052
H 1.39042 -1.00665 -2.80292  0.0015
H 2.54842 -2.29365 0.45108  0.0004
H -0.58458 1.53835 -2.69492  0.0011
H 3.38142 2.22835 1.40408  0.0005
H -0.84958 -0.31265 2.32208  0.0019
H -1.17358 -2.74065 -0.57892  0.0022
H -2.61558 2.80635 1.12808  0.0001
H 2.44442 -0.16265 -2.20492  0.0015
H 0.43342 -1.36665 2.24708  0.0026
H -1.48058 0.26835 -2.48592  0.0008
H 1.37342 -3.18865 0.53408  0.0006
H -1.84058 -1.70465 -1.31892  0.0016



[2]
ORCA calculation (ωB97M-V/def2-TZVPD) on 2 unconnected molecules or ions with the total composition C2H12N10 at a distorted geometry.

The molecular weight is 176.19 g mol⁻¹. The calculation puts the max |F| at 6.89 eV/A. Its charge is 0. The value obtained for the gap between HOMO and LUMO (spin up / spin down) is 7.575 / 7.816 eV. The value obtained for the energy relative to the best compared isomer or geometry (same formula, charge and spin) is 0.5962 eV.

Each line ends with the Mulliken charge.
Cartesian coordinates (Å):
N -0.28369 0.26101 -0.31318  -0.8412
N -0.85695 -2.08141 -1.83207  -0.3705
N 0.08584 -1.22203 -1.76220  -0.3036
N 1.40355 2.20397 -2.19130  -0.5668
N 0.92975 2.24954 -0.85279  -0.6823
N 0.57056 -1.23666 1.34447  -0.3793
N -2.71145 -0.33839 1.56770  -0.6022
N 0.78259 1.05643 -0.14218  0.9273
N -0.56897 -0.57791 0.72810  0.3279
N -1.40720 0.04550 1.72388  -0.3470
C 1.76140 0.75497 0.82921  -0.1418
C 1.67892 -0.37553 1.61286  -0.5949
H -2.93502 -1.07676 2.15628  0.2317
H 0.07857 2.83770 -1.00298  0.2898
H 0.29580 -1.71585 2.17610  0.2985
H -1.35621 1.12018 1.78955  0.2865
H 1.97757 1.37618 -2.31831  0.2788
H -1.25281 -2.25126 -0.80876  0.2640
H 2.60351 1.42361 0.92074  0.3854
H -3.01025 -0.61954 0.60785  0.2556
H 0.85700 -1.67567 -1.18647  0.2926
H -1.63437 -1.88951 -2.51210  0.2629
H 2.34425 -0.44738 2.34627  0.4896
H 0.64763 2.17882 -2.88067  0.2389



[3]
ORCA calculation (ωB97M-V/def2-TZVPD) on 3 unconnected molecules or ions with the total composition C2H12N2O2 at a distorted geometry.

The multiplicity is 2. The molecular weight is 96.13 g mol⁻¹. The calculation puts the max |F| at 1.57 eV/A. Its charge is -1. The value obtained for the gap between HOMO and LUMO (spin up / spin down) is 2.644 / 9.515 eV. The value obtained for the energy relative to the best compared isomer or geometry (same formula, charge and spin) is 0.4515 eV.

Each line ends with the Löwdin spin population.
Cartesian coordinates (Å):
O 2.11549 -2.33891 -0.39314  0.0831
O -4.31535 0.97272 -0.55780  0.0543
N 1.18194 0.32775 -0.03248  0.0395
N -0.88072 -0.99795 0.13329  0.0268
C 1.53288 1.23803 1.01256  0.2097
C -0.28683 0.24506 -0.26820  0.1884
H -4.86429 0.18998 -0.41236  0.0132
H 1.24765 2.29415 0.88746  0.0379
H -0.49181 -1.73978 -0.43415  0.0170
H 1.08216 0.94264 1.95368  0.0114
H -0.41732 0.29323 -1.35412  0.0776
H 2.03079 -1.37866 -0.19431  0.0089
H 1.55591 0.70651 -0.90709  0.1199
H -0.70580 -1.25739 1.10564  0.0071
H -0.76840 1.09444 0.19511  0.0163
H -3.52153 0.63486 -1.01461  0.0211
H 2.89074 -2.44357 -0.95015  0.0261
H 2.61449 1.21688 1.23068  0.0418



[4]
ORCA calculation (ωB97M-V/def2-TZVPD) on 3 unconnected molecules or ions with the total composition C2H12N2O2 at a distorted geometry.

The SMILES is NCCN.O.O. The molecular weight is 96.13 g mol⁻¹. The calculation puts the max |F| at 1.92 eV/A. Its charge is 0. The value obtained for the gap between HOMO and LUMO is 10.312 eV. The value obtained for the energy relative to the best compared isomer or geometry (same formula, charge and spin) is 0.9325 eV.

Each line ends with the Mulliken charge.
Cartesian coordinates (Å):
O 3.11324 1.29023 1.76681  -0.6421
O 1.89085 -0.15396 -1.98032  -0.6922
N 0.34486 0.19727 0.60241  -0.6542
N -2.26200 -0.48548 -1.38358  -0.6067
C -2.09460 -0.11142 0.07666  -0.3468
C -0.86106 -0.70503 0.69900  -0.7954
H -0.62468 -1.65901 0.22710  0.4675
H 0.18778 0.81212 1.39374  0.2615
H -1.09555 -0.85777 1.75747  0.4108
H 1.25456 -0.25036 -1.22153  0.3708
H 1.11720 -0.40002 0.83272  0.2354
H -1.38750 -0.93067 -1.60701  0.2268
H 1.26648 0.06325 -2.70308  0.3294
H -2.22498 0.96136 0.22893  0.3015
H 3.00503 1.84294 1.01415  0.3212
H -2.39839 0.38759 -1.88794  0.2662
H -2.94062 -0.56629 0.60557  0.2340
H 3.70940 0.56526 1.57888  0.3120



[5]
ORCA calculation (ωB97M-V/def2-TZVPD) on 4 unconnected molecules or ions with the total composition C2H12N2O3 at a distorted geometry.

The SMILES is [H]/N=C/NC.O.O.O. The molecular weight is 112.13 g mol⁻¹. The calculation puts the max |F| at 1.26 eV/A. Its charge is 0. The value obtained for the gap between HOMO and LUMO is 9.589 eV. The value obtained for the energy relative to the best compared isomer or geometry (same formula, charge and spin) is 1.1773 eV.

Each line ends with the Mulliken charge.
Cartesian coordinates (Å):
O 4.69501 -0.33426 5.22563  -0.6378
O -2.50137 -5.33955 -2.89623  -0.6364
O 1.99514 0.84341 3.82844  -0.6127
N -1.39590 1.82637 -1.38713  -0.2729
N -0.00899 0.19734 -2.14088  -0.6548
C -2.63676 2.55749 -1.60641  -0.8086
C -0.77628 1.17268 -2.40268  0.0648
H 1.35370 1.20008 3.20235  0.3080
H -1.02899 1.37357 -3.42226  0.2908
H -3.04943 -6.13175 -2.85069  0.3196
H 0.50753 0.00979 -2.99404  0.2411
H 4.05764 -0.77100 4.65602  0.3229
H -2.03284 -5.45676 -3.71699  0.3162
H -2.85046 3.18577 -0.74886  0.2913
H -3.44583 1.87561 -1.88085  0.3152
H 2.31020 1.65569 4.24657  0.3146
H -2.52756 3.19232 -2.48064  0.2817
H -1.28264 1.33300 -0.51808  0.2525
H 4.93976 0.46831 4.76575  0.3044



[6]
ORCA calculation (ωB97M-V/def2-TZVPD) on 4 unconnected molecules or ions with the total composition C2H12N2O3 at a distorted geometry.

The SMILES is [H]/N=C/NC.O.O.O. The molecular weight is 112.13 g mol⁻¹. The calculation puts the max |F| at 9.05 eV/A. Its charge is 0. The value obtained for the gap between HOMO and LUMO is 10.002 eV. The value obtained for the energy relative to the best compared isomer or geometry (same formula, charge and spin) is 3.0899 eV.

Each line ends with the Mulliken charge.
Cartesian coordinates (Å):
O -0.10791 2.84794 -0.11316  -0.6255
O 3.01360 0.53772 -0.16214  -0.5983
O -0.79156 1.46494 2.54637  -0.6454
N 0.50087 -1.25808 -2.10771  -0.4732
N -0.59389 -1.95880 -0.03730  -0.3045
C -0.30983 -1.94197 -1.41774  -0.0920
C -1.52100 -0.79292 0.31890  -0.4462
H -0.84573 -2.84851 -2.01531  0.2374
H -0.89828 -0.08364 1.02978  -0.0081
H 3.56690 0.99054 -0.86164  0.3149
H 0.09766 1.14464 2.53712  0.3299
H 0.02874 2.08349 0.49801  0.3149
H -1.78681 -0.21468 -0.48758  0.2496
H 0.59522 -1.60669 -3.11984  0.2510
H 0.25578 -1.97873 0.47141  0.2858
H 2.91288 -0.31744 -0.10137  0.2745
H -0.80867 2.36294 2.63054  0.3104
H -2.36412 -1.02307 0.84704  0.3078
H -0.94386 2.59232 -0.45538  0.3170



Question: Which value of max |F| does entry 5 give?
Answer: 1.26 eV/A